# 1
Density functional theory data (wB97M-V/def2-TZVPD) for 18 unconnected molecules or ions with the total composition C3H41O18.

Atoms and positions in Å:
C (-0.663, 1.750, -1.430)
C (0.352, 0.927, -0.523)
C (-0.436, 0.054, 0.463)
O (0.996, 0.067, -1.376)
H (-0.202, 2.367, -2.208)
H (-1.224, 2.480, -0.844)
H (-1.424, 1.174, -1.848)
H (1.182, 1.425, 0.043)
H (-0.925, 0.588, 1.216)
H (0.236, -0.587, 0.958)
H (-1.128, -0.599, -0.104)
O (0.370, -0.800, -4.725)
H (0.824, -0.037, -4.302)
H (0.181, -1.338, -3.923)
O (-0.397, 0.437, 3.777)
H (0.429, -0.081, 3.855)
H (-0.015, 1.279, 3.561)
O (3.523, 3.222, 0.679)
H (4.028, 2.524, 1.165)
H (2.773, 3.499, 1.161)
O (2.657, -1.601, -3.031)
H (2.998, -2.102, -2.272)
H (2.199, -0.906, -2.560)
O (-0.936, -3.144, 2.471)
H (-1.311, -2.294, 2.625)
H (-1.670, -3.772, 2.588)
O (2.335, 0.196, 2.222)
H (1.982, 1.073, 2.426)
H (2.280, -0.385, 3.013)
O (-1.841, 2.957, 1.825)
H (-2.086, 3.486, 2.581)
H (-2.613, 2.408, 1.708)
O (1.781, 1.187, -3.687)
H (2.598, 1.507, -3.392)
H (1.200, 1.133, -2.938)
O (-3.338, 0.669, -0.172)
H (-3.660, 0.838, 0.704)
H (-2.430, 0.838, -0.034)
O (-3.227, -2.347, -0.149)
H (-3.227, -2.071, 0.788)
H (-2.400, -2.825, -0.264)
O (-0.910, -3.673, -0.102)
H (-0.117, -4.047, -0.414)
H (-0.731, -3.420, 0.768)
O (1.045, 2.599, 2.418)
H (0.252, 2.624, 1.839)
H (0.972, 3.317, 3.036)
O (-0.286, -1.985, -2.239)
H (-0.248, -2.591, -1.470)
H (0.021, -1.152, -1.887)
O (3.449, 1.270, -1.413)
H (2.667, 0.755, -1.216)
H (3.253, 2.035, -0.853)
O (2.334, -1.823, 0.047)
H (2.195, -2.174, 0.922)
H (1.695, -1.190, -0.053)
O (-3.176, -0.529, -2.807)
H (-2.621, 0.189, -2.518)
H (-2.862, -0.741, -3.700)
O (-2.433, -1.017, 2.864)
H (-1.596, -0.551, 2.929)
H (-2.678, -1.095, 3.802)

Properties
HOMO energy in eV: -5.143
Multiplicity: 1
Strongest force on any atom in eV Å⁻¹: 4.4
Energy relative to the best compared isomer or geometry (same formula, charge and spin) in kcal/mol: 104.8
Net charge: -1
E_LUMO in eV: 1.15
Orbital gap in eV: 6.294

---

# 2
Density functional theory data (wB97M-V/def2-TZVPD) for a molecular structure, C3H4BeO4.

Atoms and positions in Å:
C (-1.563, -0.384, 0.245)
C (-0.223, 0.021, 0.163)
O (0.548, -0.628, -0.801)
C (1.811, -0.175, -1.104)
O (2.133, -0.272, -2.283)
O (2.480, 0.344, -0.165)
O (-2.452, 0.502, 0.750)
Be (2.032, 0.595, 1.360)
H (-1.940, -1.211, -0.361)
H (0.468, -0.190, 1.444)
H (-3.338, 0.322, 0.424)
H (0.042, 1.076, 0.328)

Properties
HOMO energy (alpha / beta) in eV: -1.718 / -2.066
Multiplicity: 2
Strongest force on any atom in eV Å⁻¹: 2.7
Energy relative to the best compared isomer or geometry (same formula, charge and spin) in kcal/mol: 0.0
Net charge: -1
E_LUMO (alpha / beta) in eV: 3.30 / 3.19
Orbital gap (alpha / beta) in eV: 5.021 / 5.258

---

# 3
Density functional theory data (wB97M-V/def2-TZVPD) for a molecular structure, C3H4Br2.

Atoms and positions in Å:
C (-0.556, -0.009, 0.707)
C (-0.529, -0.036, -0.758)
C (0.701, 0.334, -0.047)
Br (1.644, 1.981, 0.006)
Br (2.426, -1.544, -0.081)
H (-0.989, 0.847, 1.301)
H (-0.869, -1.017, 1.190)
H (-0.599, -1.060, -1.024)
H (-1.229, 0.505, -1.294)

Properties
HOMO energy in eV: -9.807
Multiplicity: 1
Strongest force on any atom in eV Å⁻¹: 3.5
Energy relative to the best compared isomer or geometry (same formula, charge and spin) in kcal/mol: 46.6
E_LUMO in eV: -1.51
Orbital gap in eV: 8.293

---

# 4
Density functional theory data (wB97M-V/def2-TZVPD) for a molecular structure, C3H4Br2O.

Atoms and positions in Å:
C (1.487, -0.309, 0.736)
C (0.181, -0.595, 0.605)
C (-0.517, -0.612, -0.622)
O (-1.268, 1.875, -0.004)
Br (-2.256, -1.232, -0.716)
Br (0.291, -0.235, -2.241)
H (1.959, -0.286, 1.700)
H (2.108, -0.087, -0.115)
H (-0.427, -0.809, 1.475)
H (-1.558, 2.290, -0.820)

Properties
HOMO energy (alpha / beta) in eV: -8.159 / -8.161
Multiplicity: 1
Strongest force on any atom in eV Å⁻¹: 2.4
Energy relative to the best compared isomer or geometry (same formula, charge and spin) in kcal/mol: 90.3
E_LUMO (alpha / beta) in eV: -2.30 / -2.30
Orbital gap (alpha / beta) in eV: 5.860 / 5.863

---

# 5
Density functional theory data (wB97M-V/def2-TZVPD) for a molecular structure, C3H4Br2O.

Atoms and positions in Å:
C (-0.083, 1.556, -0.977)
C (0.017, -0.532, 0.415)
C (-0.847, 0.238, -0.482)
O (1.103, 1.552, -1.106)
Br (-2.499, 0.763, 0.390)
Br (-1.252, -0.552, -2.213)
H (-0.550, 2.514, -1.332)
H (0.120, -1.687, 0.337)
H (-0.262, -0.331, 1.441)
H (1.000, -0.231, 0.213)

Properties
HOMO energy in eV: -10.255
Multiplicity: 1
Strongest force on any atom in eV Å⁻¹: 3.4
Energy relative to the best compared isomer or geometry (same formula, charge and spin) in kcal/mol: 0.0
E_LUMO in eV: 0.26
Orbital gap in eV: 10.510

---

# 6
Density functional theory data (wB97M-V/def2-TZVPD) for 2 unconnected molecules or ions with the total composition C3H4Br2S.

Atoms and positions in Å:
C (1.083, 0.814, 1.135)
C (0.959, -0.313, 0.489)
C (-0.846, -0.600, -1.292)
S (-1.364, 1.021, -1.415)
Br (1.346, -1.990, 1.112)
Br (-1.855, -2.058, -0.808)
H (1.710, 0.830, 2.020)
H (0.861, 1.749, 0.845)
H (0.061, -0.829, -1.892)
H (-1.955, 1.378, -0.195)

Properties
HOMO energy (alpha / beta) in eV: -8.543 / -8.016
Multiplicity: 1
Strongest force on any atom in eV Å⁻¹: 3.6
Energy relative to the best compared isomer or geometry (same formula, charge and spin) in kcal/mol: 95.8
E_LUMO (alpha / beta) in eV: -0.56 / -0.66
Orbital gap (alpha / beta) in eV: 7.984 / 7.359

---

# 7
Density functional theory data (wB97M-V/def2-TZVPD) for a molecular structure, C3H4Br2S.

Atoms and positions in Å:
C (0.057, 0.654, -0.532)
C (-0.838, -0.369, 0.274)
C (-0.666, 1.948, -0.451)
S (-2.200, -0.808, -0.767)
Br (-2.085, 1.975, -1.650)
Br (-0.948, 3.043, 1.084)
H (1.070, 0.913, -0.082)
H (0.224, 0.187, -1.624)
H (-0.425, -1.288, 0.451)
H (-1.329, 0.011, 1.285)

Properties
HOMO energy (alpha / beta) in eV: -7.981 / -8.694
Multiplicity: 3
Strongest force on any atom in eV Å⁻¹: 3.6
Energy relative to the best compared isomer or geometry (same formula, charge and spin) in kcal/mol: 0.0
E_LUMO (alpha / beta) in eV: 0.46 / -1.74
Orbital gap (alpha / beta) in eV: 8.436 / 6.954

---

# 8
Density functional theory data (wB97M-V/def2-TZVPD) for a single C3H4BrCl molecule.

Atoms and positions in Å:
C (-1.190, 0.308, -0.183)
C (0.136, -0.228, 0.206)
Cl (-0.019, -1.404, 1.504)
C (1.281, -0.031, -0.324)
Br (2.997, -0.519, 0.430)
H (-1.598, -0.618, -0.713)
H (-1.383, 1.230, -0.811)
H (-1.617, 0.385, 0.877)
H (1.393, 0.878, -0.986)

Properties
SMILES: C/C(Cl)=C/Br
HOMO energy in eV: -9.504
Multiplicity: 1
Strongest force on any atom in eV Å⁻¹: 5.0
Energy relative to the best compared isomer or geometry (same formula, charge and spin) in kcal/mol: 16.7
E_LUMO in eV: 0.74
Orbital gap in eV: 10.247

---

# 9
Density functional theory data (wB97M-V/def2-TZVPD) for a single C3H4BrClO molecule.

Atoms and positions in Å:
C (-1.565, 0.384, -0.333)
C (-0.329, 0.196, -0.828)
C (0.852, -0.274, 0.113)
O (0.390, -0.295, 1.423)
Cl (1.414, -1.979, -0.296)
Br (2.417, 1.009, -0.107)
H (-2.270, 0.903, -0.841)
H (-1.976, 0.029, 0.713)
H (-0.042, 0.169, -1.859)
H (1.108, -0.141, 2.016)

Properties
SMILES: C=C[C@@](O)(Cl)Br
HOMO energy in eV: -10.142
Multiplicity: 1
Strongest force on any atom in eV Å⁻¹: 4.1
Energy relative to the best compared isomer or geometry (same formula, charge and spin) in kcal/mol: 27.9
E_LUMO in eV: 0.23
Orbital gap in eV: 10.369

---

# 10
Density functional theory data (wB97M-V/def2-TZVPD) for a single C3H4BrF molecule.

Atoms and positions in Å:
C (0.654, -0.420, -1.001)
C (-0.432, -0.529, -0.256)
F (-1.355, -1.401, -0.676)
C (-0.748, -0.138, 1.173)
Br (0.245, -1.226, 2.452)
H (0.729, -0.986, -1.816)
H (1.449, 0.213, -0.831)
H (-0.453, 0.945, 1.336)
H (-1.713, -0.344, 1.299)

Properties
SMILES: C=C(F)CBr
HOMO energy in eV: -9.841
Multiplicity: 1
Strongest force on any atom in eV Å⁻¹: 5.4
Energy relative to the best compared isomer or geometry (same formula, charge and spin) in kcal/mol: 14.3
E_LUMO in eV: 0.57
Orbital gap in eV: 10.415

---

no.,calculated total energy (a.u.)
1,-1493.2031
2,-432.3636
3,-5264.6237
4,-5339.8003
5,-5339.9442
6,-5662.7520
7,-5662.7829
8,-3150.8674
9,-3226.1047
10,-2790.5411